Formula: C7H13INOP
Source: OMol25
Level of theory: ωB97M-V with the def2-TZVPD basis set

Geometry as XYZ:
```
24
Properties=species:S:1:pos:R:3:forces:R:3
C -2.12011 0.58119 1.74574 1.3793 0.3918 0.0434
C -1.45898 0.14365 0.40292 -1.1114 0.8449 0.1186
C -0.79962 -1.23552 0.37664 -1.0201 -0.1128 1.0904
C -0.35371 -1.53260 -0.99866 1.7869 -3.1758 -3.0443
N 0.46153 -0.56347 -1.67861 -0.6225 2.0574 -0.0528
C 0.35575 0.61715 -1.24004 1.5809 -0.1231 -0.1716
C -0.44480 1.16131 -0.13898 -2.0065 -0.1060 0.4201
C -1.06554 2.42788 -0.73029 1.6259 -0.9429 0.3004
O -2.23814 2.60514 -0.76710 -0.5441 0.9305 -0.3365
H -3.11568 1.08534 1.76070 0.6360 -0.9800 -0.4945
H -1.45797 1.32654 2.18174 0.1232 0.1289 0.3593
H -2.00890 -0.29454 2.36871 -0.7656 -0.0958 0.6548
H -2.37390 0.02175 -0.20694 0.8414 0.3538 -0.7287
H -1.62884 -1.89799 0.68656 0.7673 -0.2784 -0.0346
H 0.07835 -1.37887 1.03028 -0.4972 0.3647 0.1893
H 0.45517 -2.34293 -1.13010 -1.6686 0.0717 1.2299
H -1.10476 -1.87929 -1.76901 0.2186 0.4884 1.0933
H 0.99774 1.38752 -1.62297 0.5987 0.1680 -0.8672
H 0.22074 1.54033 0.64742 0.1393 -0.2230 0.1094
H -0.20204 3.05937 -1.14984 -1.3914 0.2288 0.1464
P 4.23586 -1.42769 -0.57341 -1.4629 -1.0458 -0.4851
I 4.81723 0.54368 0.52233 0.4735 1.6861 0.7434
H 3.34152 -1.84423 0.51178 0.8936 -0.1840 -0.7139
H 5.40909 -2.10372 -0.22885 0.0259 -0.4474 0.4306
```
Forces are in eV/Å.

Properties
Gap between HOMO and LUMO: 0.3407 Eh
Structure (SMILES): C[C@@H]1CCN=C[C@H]1C=O.PI
E_HOMO: -9.1 eV



Formula: C9H14O
Source: OMol25
Level of theory: ωB97M-V with the def2-TZVPD basis set

Geometry as XYZ:
```
24
Properties=species:S:1:pos:R:3:forces:R:3
C 0.69879 -2.50195 1.09434 0.2050 -0.4895 -0.2537
C 0.34817 -1.04310 1.13531 0.8537 -0.1070 -0.5688
C -0.94465 -0.58159 0.98547 -0.1090 0.4902 0.7926
C -1.23713 0.77013 1.17669 -0.4282 -0.0893 -0.6715
C -0.23870 1.65671 1.51245 0.5632 -0.2444 -0.2908
O -0.51729 2.99251 1.49586 -0.1488 0.0102 0.5141
C 1.06937 1.18811 1.69852 -0.5184 0.6033 -0.2942
C 1.37400 -0.10458 1.31962 -0.1440 -0.0105 1.1611
H 0.56876 -2.99822 2.06107 -0.3157 0.1783 -0.0120
H 1.75253 -2.66818 0.87263 0.0977 0.2215 -0.1749
H 0.13367 -3.06089 0.34459 -0.1221 0.0622 0.0998
H -1.74329 -1.27281 0.76648 -0.1104 -0.1030 -0.0530
H -2.22140 1.17360 0.95224 0.0649 -0.1511 0.1542
H 0.29725 3.46697 1.68625 -0.0151 0.1315 0.0015
H 1.79039 1.87264 2.14554 0.2328 -0.1172 -0.5709
H 2.42383 -0.37557 1.29477 -0.1146 -0.3655 0.2315
C -0.30368 0.92583 -2.69706 0.2593 0.0711 0.1439
C -0.63099 -0.55955 -2.49826 0.9282 -0.1737 0.0338
H -0.08614 1.33116 -1.71234 -0.0230 0.3032 0.0915
H 0.57738 1.11868 -3.30437 0.1111 -0.1768 -0.1033
H -1.10766 1.53363 -3.11616 -0.0949 -0.2913 -0.0518
H -0.15868 -0.88802 -1.57244 -0.5491 0.1537 0.3855
H -0.14080 -1.28053 -3.16453 -0.4940 0.5080 -0.6875
H -1.70374 -0.69498 -2.47666 -0.1287 -0.4138 0.1227
```
Forces are in eV/Å.

Properties
Gap between HOMO and LUMO: 0.3378 Eh
Structure (SMILES): Cc1ccc(O)cc1.CC
E_HOMO: -8.3 eV



Formula: C44H52CaN6OS2
Source: OMol25
Level of theory: ωB97M-V with the def2-TZVPD basis set

Geometry as XYZ:
```
106
Properties=species:S:1:pos:R:3:forces:R:3
Ca -1.61947 -0.48482 0.52021 0.0560 -0.4441 -0.1427
C -2.59792 -3.64129 0.06066 -0.0366 -0.0024 -0.0318
N -2.92194 -2.65926 1.10398 -0.1363 0.1758 -0.0791
C -2.42171 -3.06374 2.42798 0.1198 -0.0739 0.0618
C -0.90915 -3.16779 2.49618 -0.0919 -0.0484 0.0798
N -0.24759 -1.85797 2.39124 -0.0020 0.0622 -0.3531
C 1.04868 -1.94754 1.71237 0.0194 -0.0922 0.0210
C -0.16549 -1.22478 3.69895 -0.0163 0.1664 0.0216
C 0.72954 -1.72894 4.63873 0.0325 -0.0165 0.0302
C 0.81147 -1.19750 5.91352 0.0176 -0.0403 0.0051
C -0.03773 -0.15236 6.25974 0.0340 0.0412 -0.0030
C -0.93242 0.34739 5.33576 0.0330 0.0204 -0.0379
C -1.02100 -0.16210 4.02867 0.0418 -0.0663 -0.0505
S -2.21013 0.50434 2.93477 -0.0779 0.2137 0.0378
C -4.37371 -2.46895 1.13677 -0.0661 -0.0014 0.0343
C -5.16378 -3.45779 1.72062 0.0208 -0.0369 0.0013
C -6.54154 -3.35690 1.77555 0.0067 0.0052 -0.0105
C -7.15235 -2.24198 1.21687 -0.0002 -0.0246 0.0151
C -6.38204 -1.26842 0.61466 0.0152 0.0056 0.0139
C -4.98164 -1.34975 0.54827 0.0349 -0.0268 -0.0025
S -4.13605 -0.06695 -0.29809 0.0181 0.1259 -0.2094
H -2.94463 -4.64902 0.32584 -0.0049 0.0020 0.0160
H -1.52312 -3.67656 -0.12591 -0.0135 -0.0003 -0.0098
H -3.08762 -3.33259 -0.86188 0.0034 0.0028 -0.0070
H -2.82120 -4.04003 2.72905 -0.0013 -0.0135 -0.0327
H -2.76600 -2.31822 3.14647 -0.0159 -0.0149 0.0024
H -0.53196 -3.82000 1.70631 -0.0081 0.0129 -0.0037
H -0.66445 -3.64893 3.44971 0.0932 -0.0259 -0.0341
H 1.83075 -2.43317 2.30841 -0.0162 -0.0180 -0.0239
H 1.39264 -0.95177 1.43691 0.0829 0.1415 0.0257
H 0.92132 -2.53176 0.79771 0.0337 0.0462 -0.0666
H 1.36414 -2.57030 4.38103 -0.0003 0.0203 -0.0293
H 1.51241 -1.60608 6.63014 -0.0010 0.0093 -0.0031
H 0.00196 0.27139 7.25627 -0.0141 0.0023 -0.0112
H -1.60258 1.15539 5.59904 0.0183 0.0187 0.0194
H -4.69597 -4.34018 2.13852 0.0043 0.0192 0.0222
H -7.12411 -4.13542 2.25036 -0.0115 -0.0029 -0.0164
H -8.22973 -2.13616 1.24899 0.0015 0.0201 -0.0008
H -6.85068 -0.39904 0.17234 -0.0018 0.0007 0.0011
C -0.77346 3.29923 1.21544 -0.0256 -0.0833 -0.1447
C 0.24397 3.06828 2.29616 -0.1368 -0.0777 -0.0807
C 0.10455 3.68997 3.53105 -0.0891 0.0080 -0.0116
C 1.06796 3.55324 4.51192 -0.0463 0.0032 0.0616
C 2.18736 2.77746 4.26461 -0.0109 0.0012 0.0183
C 2.36638 2.14261 3.04412 -0.0372 -0.1249 -0.1327
C 3.58870 1.28236 2.84138 -0.0921 0.0434 -0.0365
C 1.38143 2.30252 2.05586 -0.0334 -0.0264 0.2482
N 1.55805 1.66159 0.79311 0.3431 -0.1008 -0.0984
C 2.28276 2.26544 -0.06035 -0.0084 0.1073 0.2800
C 2.78758 3.67871 0.12347 -0.0043 -0.0232 0.0388
C 2.74372 1.55796 -1.31349 0.2643 -0.0150 -0.1444
C 3.87408 2.22691 -2.06611 -0.0689 -0.0948 -0.0116
N 2.24335 0.44195 -1.63991 -0.1829 0.1070 0.1475
C 2.73093 -0.23953 -2.77620 0.1226 -0.1912 -0.1886
C 3.62368 -1.29969 -2.57310 -0.0144 -0.0086 0.0824
C 4.09478 -1.62082 -1.18174 -0.0847 -0.0161 -0.0489
C 4.07331 -2.02102 -3.67099 0.0010 0.0230 -0.0231
C 3.65079 -1.70559 -4.95458 -0.0470 -0.0083 0.0457
C 2.77873 -0.64540 -5.14000 0.0484 -0.0645 0.0080
C 2.31833 0.10936 -4.06535 -0.1942 0.0463 -0.0967
C 1.40199 1.28240 -4.29195 0.3001 -0.4110 -0.0333
H -1.72843 3.59896 1.64106 -0.0012 0.0066 0.0267
H -0.96428 2.41322 0.59326 0.1768 0.2077 0.1686
H -0.42395 4.09860 0.55384 -0.0757 -0.0029 -0.1191
H -0.78088 4.28649 3.71449 -0.0121 -0.0219 0.0137
H 0.94093 4.03930 5.47059 0.0071 -0.0086 0.0003
H 2.93971 2.64833 5.03370 0.0080 0.0185 0.0013
H 4.39225 1.61358 3.49841 0.0062 -0.0063 -0.0076
H 3.95649 1.29665 1.81539 0.0022 0.0072 0.0039
H 3.36397 0.24539 3.09460 -0.0186 -0.1051 -0.0335
H 2.32391 4.14051 0.99006 -0.0081 0.0388 -0.0275
H 2.56324 4.27639 -0.76181 0.0348 0.0052 -0.0301
H 3.86893 3.70347 0.26717 0.0017 -0.0059 -0.0021
H 3.53192 3.14878 -2.53929 0.0076 0.0348 0.0059
H 4.25923 1.56614 -2.83820 0.0051 0.0208 -0.0220
H 4.69002 2.48870 -1.39279 -0.0107 0.0164 0.0147
H 3.24488 -1.86275 -0.54189 -0.0129 0.0080 0.0841
H 4.59919 -0.76667 -0.72469 0.0171 -0.0141 0.0099
H 4.78307 -2.46444 -1.18918 0.0012 -0.0008 0.0049
H 4.76930 -2.83594 -3.51094 -0.0043 -0.0107 -0.0110
H 3.99963 -2.28115 -5.80177 0.0128 0.0008 -0.0031
H 2.44819 -0.38408 -6.13874 0.0074 0.0105 -0.0074
H 0.88842 1.19064 -5.24846 0.0595 -0.0068 -0.0686
H 1.95798 2.22361 -4.30677 0.0525 -0.0283 -0.0038
H 0.65527 1.34980 -3.49965 0.9431 -0.4742 -0.7940
C -0.44652 -2.88500 -3.43446 0.0271 0.0106 -0.0484
C -1.11788 -1.63057 -2.94205 0.1834 -0.1717 0.2085
O -1.18515 -1.39953 -1.73691 0.0312 0.1460 0.2281
N -1.64754 -0.83234 -3.88190 -0.0463 -0.0204 -0.0899
C -2.47995 0.32484 -3.59934 0.0511 0.1128 0.1684
C -1.67951 1.59902 -3.52436 -0.1769 0.1888 0.1669
C -1.77640 2.57039 -4.51395 -0.0021 -0.0310 0.0283
C -1.01437 3.72198 -4.40679 0.0553 -0.0076 0.0321
C -0.16133 3.85444 -3.32392 -0.1260 0.0151 0.1090
C -0.12240 2.82784 -2.39272 -0.5248 0.5445 0.3620
N -0.86977 1.73086 -2.46969 -0.6737 0.2790 0.4052
H -0.98387 -3.73403 -3.01107 0.0132 -0.0063 -0.0010
H 0.57603 -2.91206 -3.06452 0.0724 0.0312 0.0305
H -0.43781 -2.97462 -4.51915 0.0106 0.0075 -0.0097
H -1.48798 -1.07710 -4.84366 0.0030 -0.0488 0.0196
H -2.98140 0.15441 -2.64596 -0.0827 -0.0506 0.0420
H -3.23705 0.39626 -4.37950 -0.0094 -0.0008 0.0251
H -2.44428 2.42429 -5.35301 -0.0127 -0.0050 0.0063
H -1.07867 4.49763 -5.15898 -0.0029 -0.0033 -0.0052
H 0.46076 4.73039 -3.20119 0.0116 0.0121 0.0137
H 0.55192 2.88098 -1.54524 -0.1750 0.0514 -0.0247
```
Forces are in eV/Å.

Properties
Gap between HOMO and LUMO: 0.2356 Eh
E_HOMO: -6.4 eV



Formula: C8H23NO4
Source: OMol25
Level of theory: ωB97M-V with the def2-TZVPD basis set

Geometry as XYZ:
```
36
Properties=species:S:1:pos:R:3:forces:R:3
C -12.96018 4.64080 2.51911 -0.3797 1.4376 0.1544
O -13.24780 3.31513 2.12460 0.7184 0.2272 0.2102
C -13.05671 3.03172 0.76690 0.0872 -0.8847 0.4824
C -11.61453 3.11159 0.17290 -1.6198 0.4516 1.6927
N -10.86872 1.90036 0.41215 0.4146 1.8913 -2.6165
C -9.82175 1.71454 -0.53729 1.3988 -2.1913 0.1106
C -10.23836 0.95231 -1.88093 0.5229 -0.2055 0.4306
O -9.11690 0.89042 -2.74489 -0.1754 0.9510 2.6474
C -9.33056 0.35557 -4.00149 -0.6769 0.2862 -1.3338
H -13.46145 4.96388 3.43149 -0.2475 -0.9820 0.2434
H -13.35496 5.38651 1.82906 0.1150 -0.1365 -0.6277
H -11.91710 4.88490 2.72034 0.3712 -0.4860 -0.3371
H -13.78361 3.55352 0.14445 0.2280 0.3201 -0.1902
H -13.28411 1.96703 0.71371 -0.4508 -0.0453 -0.2339
H -11.04223 3.91998 0.62797 0.1378 0.2708 0.4395
H -11.69765 3.43892 -0.86346 0.4776 -0.8431 -0.3270
H -10.89700 1.30566 1.22801 -0.5562 0.0765 0.3769
H -9.16114 0.99848 -0.04847 0.4614 0.1289 -0.1996
H -9.24806 2.61941 -0.73779 -0.4544 0.2920 -0.1518
H -11.13772 1.42710 -2.27313 0.0657 0.1177 -0.5256
H -10.47772 -0.04968 -1.52479 -0.3366 -0.2014 -0.2473
H -8.37821 0.36685 -4.53159 -0.0448 -0.0825 0.2911
H -9.98888 1.03797 -4.53912 -0.2099 -0.1366 -0.3846
H -9.77491 -0.63974 -4.00534 0.0950 -0.1719 0.1701
C -8.19696 -1.56591 -7.52216 -2.1475 -1.3856 -0.0348
O -7.30216 -0.78766 -6.86837 2.4190 1.5013 1.0113
H -9.05459 -0.96123 -7.81700 -0.1319 -0.1353 -0.7034
H -7.74521 -2.12776 -8.33968 0.0700 0.5457 -0.1997
H -8.60182 -2.33864 -6.86865 -0.1682 -0.1526 0.0642
H -7.54731 -0.62066 -5.95534 -0.0807 -0.2494 -0.2705
C -7.99840 -4.83634 -7.02248 -1.8608 -1.6555 0.7760
O -9.41855 -5.02081 -7.37787 0.8579 1.4071 -0.8829
H -7.72472 -5.85864 -6.76151 0.9852 0.2156 -0.0586
H -7.41104 -4.43094 -7.84635 -0.5047 -0.2235 -0.0927
H -7.87967 -4.20683 -6.14060 -0.0207 0.0966 -0.0320
H -9.94862 -5.49722 -6.73471 0.6408 -0.0486 0.3488
```
Forces are in eV/Å.

Properties
Net charge: +1
Gap between HOMO and LUMO (alpha / beta): 0.3269 / 0.1515 Eh
2S+1: 2
E_HOMO (alpha / beta): -12.0 / -12.0 eV